Run a
DFT (ωB97M-V with the def2-TZVPD basis set) results for 11 unconnected molecules or ions with the total composition C40H111N9O11.

Highest occupied orbital energy: -9.25 eV
Kohn-Sham gap: 9.4 eV
SMILES: COC[C@H](C)N.COC[C@H](C)N.COC[C@H](C)N.COC[C@H](C)N.COC[C@H](C)N.COC[C@H](C)N.COC[C@H](C)N.COC[C@H](C)N.COC[C@H](C)N.CCO.CCO
E_LUMO: 0.00644 Ha

Each line ends with the Löwdin charge.
Element x y z (Å)
H 1.33622 -2.48356 -6.48501  0.08
C 4.40666 3.67608 -2.61326  -0.12
C -2.68560 -3.93302 -4.47018  -0.22
H 3.46473 -1.68412 0.25810  0.09
H -0.81396 10.91145 3.22801  0.06
H 6.05543 3.21408 -4.60530  0.12
H 3.01161 -5.49662 -2.66727  0.07
H 2.72455 -2.43693 6.23425  0.09
C -4.02298 4.29567 -2.56051  -0.21
H 4.02825 -5.49768 -4.73412  0.06
H -0.35741 -5.32394 2.55369  0.08
H 5.26859 -10.60939 -1.51466  0.08
H -2.58846 -5.90858 6.47893  0.13
H 1.68514 -0.82129 -1.16201  0.13
H 4.88810 -2.58917 -4.14902  0.08
H -1.98503 5.88268 -3.34574  0.07
H 0.95799 6.05878 4.60012  0.09
H -4.81638 -5.84939 7.23403  0.07
C 6.65014 6.58737 -4.85680  -0.06
H -4.43917 6.39588 -0.72796  0.09
C -1.19977 -4.80664 3.01295  -0.10
C 0.13413 0.53823 -0.29628  -0.40
O -4.55338 3.14748 -1.90416  -0.20
H -3.36389 -5.56505 -1.35126  0.07
C 6.92762 5.06435 -4.91410  -0.45
H -1.79067 1.09031 7.85776  0.07
H 1.42398 10.00965 2.67569  0.13
H -2.51764 -6.21963 -2.73704  0.08
H 4.82911 -6.72043 -5.36826  0.06
O 1.48116 7.60633 3.47138  -0.22
H -3.84329 -5.27114 3.71304  0.13
H 2.24917 -2.07921 1.53661  0.08
H 4.05849 -2.53984 -8.65569  0.07
H 6.74183 -10.22304 -2.51200  0.09
H -6.03159 2.51670 -3.25565  0.09
O 5.57888 -8.56022 -1.95123  -0.18
H -1.08154 -0.59546 -1.38979  0.06
O -6.18376 1.47455 1.49249  -0.06
H -1.72725 -1.65955 9.01116  0.07
H -1.75998 -4.07215 -2.60538  0.12
H 4.32733 -9.05832 -3.56894  0.13
C -3.67212 -7.52240 5.59641  -0.06
H 4.36777 -1.01334 -3.94933  0.08
H -2.25166 4.38462 -1.43580  0.13
C 5.74694 4.24171 -4.41319  -0.25
H 0.35294 5.95539 2.93076  0.08
H 2.60856 -0.55321 -8.45688  0.13
H 5.24724 -6.19917 -3.09632  0.12
C 1.29196 -1.61496 -7.14203  -0.07
H -7.37389 -1.60893 1.76861  0.08
H 2.79025 9.37044 4.67768  0.07
H -0.46131 10.72652 4.72659  0.06
C 5.06393 -8.31856 -3.25548  -0.20
C 3.31085 -6.50821 -2.39297  -0.05
H -5.96528 -0.86529 2.68526  0.08
H -1.81143 6.70865 -1.98405  0.07
N 4.09192 -6.50543 -4.71219  0.02
C 1.16544 -0.60409 -0.22883  -0.27
H 2.83478 11.05265 4.16964  0.08
H -1.44380 -0.89582 6.19322  0.14
H -4.36941 -3.06973 -3.13842  0.06
H 2.06754 5.66120 3.19036  0.09
H 0.22966 8.22510 4.87518  0.12
C -5.06494 2.19656 -2.86681  -0.09
C 2.19021 10.27511 4.57959  -0.07
H 0.53756 -2.11368 8.09512  0.13
O -3.90394 -4.18520 -5.14110  -0.20
C -0.88751 0.49320 7.73177  -0.06
H 3.58720 -1.01051 1.90111  0.09
H -1.84718 -4.48720 2.19630  0.08
C -3.85787 -3.74489 -6.52295  -0.08
H -4.10874 -3.49404 -1.59879  0.05
H -0.35706 1.05523 6.96312  0.06
N -3.67264 -3.07417 -2.40726  0.04
H -2.86863 -4.19936 4.74830  0.11
H -0.81330 -3.93411 3.53968  0.08
C -0.79223 0.62570 0.90714  -0.07
C 2.54397 -1.44775 6.65498  -0.14
H -7.57494 0.35201 0.44164  0.11
N 3.07885 -2.58823 -8.41472  0.04
H -3.63342 -8.00932 6.57084  0.07
H -4.31936 2.04738 -3.64780  0.08
H 1.84027 10.51448 5.58375  0.08
C -3.01672 5.11179 -1.70784  -0.44
H 2.43914 -7.14598 -2.53945  0.07
O -1.84821 -5.73021 3.89276  -0.20
N -2.04954 -1.66451 8.05398  0.03
H -0.23300 0.59997 8.59683  0.08
H -4.00571 4.63303 7.22136  0.07
H -3.12268 -4.29640 -7.10899  0.09
H 8.13404 5.20635 -6.56769  0.07
H 6.78496 6.92709 -3.82991  0.07
H -2.34282 -2.92490 -4.70318  0.12
C 4.81250 -1.65676 -4.70849  -0.09
C 1.01035 9.97868 3.68368  -0.42
H 7.34240 7.16440 -5.46993  0.07
C -3.63891 5.70014 -0.47572  -0.07
H -7.95800 0.80898 2.08609  0.11
H -3.58423 -2.68981 -6.51772  0.08
C 3.70703 -0.92574 -6.70551  -0.22
C 0.48770 8.49493 3.85111  -0.22
H -1.35551 -0.29182 1.07736  0.08
H 3.01976 -1.49244 7.63464  0.08
C -3.26028 -5.48190 -2.43313  -0.08
H -5.88971 -1.16387 0.98897  0.07
H -1.91564 -4.55493 -4.92678  0.12
C 4.45867 -6.90575 -3.35517  -0.44
H -2.95605 -1.21970 8.07591  0.07
H 7.72520 4.89769 -4.19009  0.14
O 2.10591 -0.21463 0.65518  -0.19
C -3.78729 4.09136 5.11014  -0.31
H 5.83044 -8.26044 -4.02826  0.12
H 5.62664 6.86387 -5.11000  0.07
N -0.72289 0.34160 -1.50551  0.04
H 0.78758 -0.74240 -6.72691  0.08
C -7.14697 0.48131 1.43573  -0.36
H -0.23092 0.85661 1.81252  0.08
C 0.23359 -1.68975 7.13805  -0.21
H -3.44394 3.99783 -3.43464  0.11
H 3.50331 4.26505 -2.77189  0.09
H 3.20858 -0.78993 6.09492  0.08
H -5.25429 1.22944 -2.40104  0.08
H 0.64277 -1.85542 -7.98395  0.07
C 6.05518 -9.88763 -1.73475  -0.10
C 2.68456 -1.36115 -7.72917  -0.45
H 5.73770 -1.21593 -5.07966  0.09
H -0.38604 8.33910 3.21835  0.12
H -2.89361 6.18931 0.15145  0.07
H 0.68835 -1.51424 0.13464  0.12
H -5.13629 2.95559 4.14070  0.07
O -4.89864 3.17472 5.04464  -0.08
H 3.08365 -3.33460 -7.73428  0.06
C -3.41070 -6.00811 5.77033  -0.43
H -4.86813 -3.72866 -6.93187  0.09
H -4.24831 -5.80648 -2.75954  0.08
H -4.07372 -4.53830 6.77960  0.06
H 4.89729 4.42961 -5.06961  0.13
H -2.95535 -8.06654 4.98139  0.07
C 2.89842 -1.31328 1.11243  -0.08
H -2.83010 3.57053 5.08492  0.10
H -0.01619 -2.55913 6.52986  0.12
H 4.58993 3.40507 -1.57352  0.09
C 1.20721 6.22438 3.55200  -0.09
C -2.79270 -4.13780 -2.94783  -0.42
O 3.88483 -1.98855 -5.75584  -0.19
H -1.45576 1.02809 -1.39712  0.05
H 0.71533 1.45870 -0.35152  0.13
H 4.27068 2.72466 -3.12747  0.08
C -6.57571 -0.86676 1.78222  -0.09
N -0.02812 11.00028 3.85625  0.04
H -4.63414 5.87063 6.21857  0.07
H 3.28606 -0.02004 -6.26893  0.12
N 7.34193 4.68334 -6.22256  0.03
N -4.53879 -5.35083 6.40067  0.02
H 3.64857 -6.61484 -1.36211  0.07
H -2.96222 5.66801 6.35450  0.07
C -1.07238 -0.97573 7.21487  -0.43
H -4.64288 -7.74384 5.15291  0.07
O 1.28508 -0.83503 6.64225  -0.17
C -3.87701 5.08676 6.23868  -0.10
H -4.84443 4.87018 -2.98861  0.13
O 5.50791 4.39273 -3.05759  -0.16
C -3.04487 -5.23402 4.45415  -0.19
H -5.85402 1.60287 0.60008  0.08
H 6.55796 -9.90100 -0.76772  0.08
H -1.53477 1.41319 0.77830  0.07
H 6.65697 4.96015 -6.91126  0.07
N -2.49355 6.20889 -2.53636  0.03
H -3.86135 4.68341 4.19795  0.10
H 4.53485 -0.60303 -7.33691  0.12
H -4.06473 4.92912 0.16640  0.07

Run b
DFT (ωB97M-V with the def2-TZVPD basis set) results for 11 unconnected molecules or ions with the total composition C40H111N9O11.

Highest occupied orbital energy: -8.27 eV
Kohn-Sham gap: 8.8 eV
SMILES: COC[C@H](C)N.COC[C@H](C)N.COC[C@H](C)N.COC[C@H](C)N.COC[C@H](C)N.COC[C@H](C)N.COC[C@H](C)N.COC[C@H](C)N.COC[C@H](C)N.CCO.CCO
E_LUMO: 0.01812 Ha

Each line ends with the Löwdin charge.
Element x y z (Å)
H -1.38268 -0.52491 -33.69701  0.12
H -2.43846 0.51294 -30.14830  0.07
H -6.03670 -10.12256 -26.89004  0.08
C -3.02730 -9.67152 -31.30258  -0.04
N -2.31652 -6.10920 -29.39745  0.07
H -6.36395 -1.42976 -32.72693  0.10
H -9.38991 -3.38851 -29.68352  0.07
C -1.06558 -3.74968 -34.16938  -0.12
O -7.91019 -0.05133 -32.66341  -0.17
H -8.43014 -4.41511 -33.18331  0.11
H -4.78640 -3.74391 -34.78456  0.08
H -2.60171 2.40183 -35.05949  0.09
H -1.75958 -10.59369 -28.86286  0.07
H -5.24817 -3.16578 -33.20319  0.05
C -10.57064 -6.37461 -26.64986  -0.44
C -1.07065 -9.80219 -28.56810  -0.12
H -2.28388 -8.88714 -31.42464  0.08
H -6.39516 5.66532 -28.94246  0.13
O -1.81582 -8.67771 -28.17088  -0.19
N -3.63108 -0.86724 -32.24184  0.08
H -6.68818 2.73510 -26.95238  0.09
H -8.22803 -5.27018 -30.90862  0.07
H -4.27931 -0.80856 -31.45641  0.04
H -3.87590 -2.77584 -30.49057  0.06
H -6.77494 -6.23119 -32.76967  0.02
H -2.63381 -6.40040 -25.98108  0.08
O -9.88521 -4.74811 -28.24030  -0.21
H -8.71131 -9.81277 -31.99145  0.09
H -1.30564 3.43437 -34.41976  0.09
H -10.79125 -4.29868 -26.45246  0.13
C -10.86240 -5.03063 -27.27728  -0.24
H -6.33811 1.35143 -35.95873  0.07
H -0.43793 -9.60033 -29.44075  0.09
H -4.31301 -6.40791 -31.64672  0.03
H -5.78613 -1.59772 -35.57135  0.08
H -9.03013 -5.44378 -34.48717  0.13
H -4.84790 -8.66667 -29.36290  0.07
H -1.36702 -0.63262 -30.94440  0.08
H -4.59085 -0.49166 -35.58014  0.07
H -10.54725 -8.48365 -27.20723  0.06
H -11.88728 -4.96011 -27.66859  0.13
H -10.93266 -3.92784 -34.92662  0.09
H -2.90605 -10.37678 -32.12827  0.08
C -9.14719 -5.22388 -33.41727  -0.23
H -1.14870 -2.72054 -33.78897  0.07
C -1.85693 -6.30150 -28.01026  -0.43
H -0.18142 -7.46825 -28.65144  0.13
O -10.47285 -4.84763 -33.11896  -0.18
H -11.82716 -7.48454 -28.01885  0.08
H -7.62591 8.94514 -28.30816  0.07
H -6.58490 0.63594 -29.09854  0.08
H -1.06625 -2.36634 -25.83494  0.12
C -7.81365 -10.38987 -31.77563  -0.10
H -10.21908 -2.74187 -28.27790  0.09
C -3.08014 -2.43403 -25.08261  -0.08
H -7.24531 -3.94304 -28.33899  0.07
H -0.43575 -4.33682 -33.49076  0.09
O -1.25239 1.50496 -33.78424  -0.18
H -3.40469 1.23961 -32.30388  0.12
H -4.67098 -4.89736 -31.25811  0.03
C -8.36046 -0.67778 -31.48623  -0.10
N -5.26469 -0.95516 -34.98389  0.04
C -7.18881 5.69090 -28.18879  -0.21
C -2.91051 -4.62439 -33.06096  -0.22
H -2.90751 -3.70832 -32.44914  0.11
C -5.52701 -1.76736 -28.79505  -0.18
C -8.76700 -6.45932 -32.62327  -0.42
N -4.18828 -3.54026 -29.87800  0.06
H -11.20237 -3.66823 -29.42127  0.09
C -5.22107 -4.06196 -33.82907  -0.06
H -7.18845 -7.76344 -32.61896  0.03
H -5.58576 0.66190 -33.71922  0.13
O -2.32581 -4.34469 -34.31722  -0.18
C -4.42963 -9.08246 -31.34114  -0.42
H -7.62330 -1.60862 -33.96912  0.13
H -1.75869 -4.00918 -25.73539  0.10
O -6.90220 4.70455 -27.19880  -0.19
H -7.55482 0.13786 -36.00248  0.08
H -0.60120 -3.68088 -35.15306  0.09
H -5.41319 1.12950 -30.33358  0.10
H -7.31075 3.21227 -28.56204  0.09
O -6.72926 -9.49769 -31.71154  -0.23
H -10.20884 -2.86955 -33.66467  0.07
H -8.16769 5.46491 -28.63658  0.13
H -8.35656 8.07645 -25.99284  0.07
H -2.66538 2.97282 -33.37547  0.08
H -11.87257 -3.43201 -33.52388  0.09
H -4.86759 0.87018 -28.66347  0.09
H -6.47614 -1.57038 -28.27961  0.13
H -6.23023 -4.40527 -34.05545  0.06
C -4.32358 -5.14167 -33.24944  -0.40
H -6.32485 7.25742 -26.98009  0.14
H -1.21819 -5.44521 -27.75907  0.12
H -0.53288 -7.62763 -26.94580  0.13
H -2.76146 0.25632 -34.40987  0.11
H -2.77411 -2.46392 -24.03846  0.08
H -7.67984 1.50718 -34.83181  0.08
H -9.23809 -0.14260 -31.12931  0.09
N -7.45923 -6.91373 -33.11511  0.06
H -7.58417 -0.65919 -30.70988  0.07
H -7.79147 -6.60085 -27.18885  0.06
N -7.36138 8.02575 -28.63575  0.02
H -3.96515 -3.05547 -25.22586  0.08
H -4.25537 -5.96866 -33.96381  0.14
H -3.56474 -5.39846 -27.04686  0.05
H -7.39610 -8.81720 -25.96184  0.12
H -5.27925 -10.88052 -32.21545  0.13
H -4.55979 -8.43898 -32.22201  0.13
H -9.81685 -6.02236 -30.77087  0.07
N -4.65351 -8.15430 -30.22217  0.06
C -1.99587 2.63276 -34.17131  -0.11
H -9.38641 7.14844 -27.11225  0.08
C -7.03175 -0.87524 -33.39884  -0.22
H -8.46379 -9.07457 -27.33125  0.09
H -5.51872 -7.66063 -30.42886  0.05
O -2.44701 -2.89562 -27.31202  -0.12
C -1.97702 -2.95899 -25.95326  -0.30
H -2.30621 -5.37104 -32.52217  0.12
H -2.89346 -10.20769 -30.36103  0.05
H -1.11020 1.09655 -31.16160  0.08
C -1.01259 -7.54387 -27.93622  -0.22
H -3.04256 -5.39872 -29.42691  0.02
C -2.79517 0.32069 -32.26826  -0.45
H -10.17176 -7.36516 -28.51442  0.07
H -12.40959 -6.35632 -25.75515  0.07
C -1.87760 0.32394 -31.06842  -0.04
C -10.87195 -3.72303 -33.85086  -0.12
C -3.01100 -6.33997 -27.01062  -0.06
N -11.43815 -6.46438 -25.46896  0.03
C -7.24378 7.05366 -27.52788  -0.43
N -4.86253 -5.61236 -31.96178  0.06
H -2.77245 -6.98388 -29.66050  0.03
H -8.43706 6.34045 -25.84686  0.07
H -7.66339 -11.13936 -32.56076  0.09
H -8.39513 -7.05754 -30.59159  0.06
O -5.26923 -0.80849 -29.81041  -0.25
C -5.56707 -3.10917 -29.48787  -0.39
H -1.71158 -3.05424 -27.91322  0.09
H -3.67430 -7.17611 -27.22087  0.06
H -8.62051 -1.72843 -31.66504  0.08
C -6.19263 -0.02437 -34.31717  -0.43
H -9.53357 -6.37960 -26.31654  0.12
O -6.51616 -9.71530 -27.61487  -0.09
H -0.45136 -10.16986 -27.73907  0.09
H -5.60572 -4.23048 -27.66364  0.08
H -5.60626 -10.67462 -30.47482  0.13
H -6.14122 -3.02284 -30.41542  0.13
C -7.11377 -7.37806 -27.55102  -0.08
H -8.07287 7.71762 -29.28778  0.06
C -10.80808 -7.51467 -27.62916  -0.06
C -6.60743 3.46603 -27.76119  -0.14
C -6.20395 -4.15405 -28.57724  -0.04
C -8.43791 7.15630 -26.57660  -0.07
H -3.32028 -1.41360 -25.37796  0.08
H -7.20926 -7.36376 -28.63710  0.06
C -5.50884 -10.14082 -31.43434  -0.21
C -2.03327 0.34722 -33.58678  -0.20
H -11.43672 -7.40186 -25.07756  0.07
H -6.11234 -7.08727 -27.23724  0.07
H -7.95444 -10.89818 -30.81242  0.09
H -5.57748 3.38282 -28.13432  0.09
H -3.61146 -3.35934 -29.05354  0.05
H -6.14464 -5.12595 -29.07192  0.07
C -5.55201 0.51276 -29.44320  -0.12
C -7.45362 -8.76813 -27.05405  -0.28
C -8.79145 -6.18460 -31.11270  -0.04
H -4.70249 -1.75527 -28.07118  0.12
C -7.01534 0.78650 -35.30611  -0.06
C -10.20179 -3.58763 -28.99261  -0.10
H -4.25565 -1.01015 -33.03607  0.03
H -9.50711 -7.23144 -32.86842  0.14

Least stable = run a

Run a
DFT (ωB97M-V with the def2-TZVPD basis set) results for C4H5Cl in the gas phase.

Highest occupied orbital energy: -9.71 eV
Kohn-Sham gap: 10.7 eV
SMILES: C=CC(=C)Cl
E_LUMO: 0.03540 Ha

Each line ends with the Löwdin charge.
Element x y z (Å)
H 0.26510 2.21118 -0.03051  0.04
C 0.76367 -1.69891 -0.01675  -0.10
C -0.68621 1.77595 -0.08048  -0.03
H -1.46140 2.43473 -0.06176  0.03
C -0.80807 0.48190 0.09401  -0.65
H 1.62761 -2.34672 -0.19471  0.06
H -0.19588 -2.07668 -0.28450  -0.02
C 0.82026 -0.40662 0.18084  -0.11
H 1.65726 0.39555 0.29376  0.11
Cl -1.98234 -0.77039 0.10010  0.68

Run b
DFT (ωB97M-V with the def2-TZVPD basis set) results for 2 unconnected molecules or ions with the total composition C4H5Cl.

Highest occupied orbital energy (spin up / spin down): -9.11 / -8.01 eV
Kohn-Sham gap (spin up / spin down): 9.4 / 6.9 eV
E_LUMO (spin up / spin down): 0.01000 / -0.04170 Ha

Each line ends with the Löwdin charge.
Element x y z (Å)
H 1.70270 1.71796 -0.57274  0.07
C -0.87815 -1.01380 1.45569  0.05
H 2.46506 0.17498 -1.55266  0.09
H -2.10674 0.79411 1.74013  0.08
H -0.94502 0.49046 0.17924  0.04
H -0.75601 -1.98028 1.76088  0.01
C -1.45001 0.07501 1.18310  -0.12
C 0.35532 0.26228 -1.24480  -0.69
Cl 0.06503 -1.26666 -1.83563  0.64
C 1.54781 0.74593 -1.11322  -0.16

Least stable = run b